No. 1
The following is a DFT calculation (ωB97M-V with the def2-TZVPD basis set) of C5H14N4O in the gas phase at a distorted geometry.

```
24
Properties=species:S:1:pos:R:3:nbo_charge:R:1
C 2.309 -0.855 -0.366 -0.47
N 1.076 -1.527 -0.708 -0.10
N 0.777 -2.538 0.052 -0.50
C -0.277 -0.391 -0.978 -0.18
C 0.089 0.704 -1.734 -0.41
H 0.018 -3.047 -0.417 0.33
H -0.063 -1.798 1.165 0.47
H -1.066 -1.012 -1.396 0.21
H 2.992 -1.554 0.111 0.23
H 2.128 -0.030 0.333 0.23
H 2.700 -0.398 -1.280 0.21
H 0.909 1.342 -1.440 0.18
H -0.312 0.845 -2.727 0.20
C -2.210 0.498 0.478 -0.65
N 0.173 0.895 1.204 -0.52
C -0.784 -0.032 0.621 0.45
N 0.027 2.299 1.050 -0.65
O -0.834 -1.160 1.388 -0.73
H 0.278 0.680 2.188 0.37
H -0.902 2.620 0.791 0.34
H 0.635 2.608 0.300 0.34
H -2.233 1.371 -0.168 0.21
H -2.585 0.760 1.472 0.22
H -2.845 -0.279 0.061 0.23
```

---

No. 2
The following is a DFT calculation (ωB97M-V with the def2-TZVPD basis set) of C4H8N2O2 in the gas phase at a distorted geometry.

```
16
Properties=species:S:1:pos:R:3:nbo_charge:R:1
C 1.853 0.106 0.624 -0.42
N 1.102 0.173 -0.586 -0.27
C 0.080 -0.946 -0.670 -0.27
C -1.028 -0.439 0.218 -0.05
O -2.255 -1.146 0.016 -0.70
C -1.035 1.055 -0.077 0.65
O -1.933 1.834 0.075 -0.55
N 0.301 1.406 -0.438 -0.50
H 2.201 1.073 0.961 0.22
H 1.153 -0.189 1.360 0.16
H 2.663 -0.595 0.488 0.20
H 0.526 -2.011 -0.473 0.23
H -0.104 -1.128 -1.734 0.23
H -0.770 -0.646 1.320 0.20
H -2.968 -0.474 0.247 0.49
H 0.213 1.927 -1.331 0.39
```

---

No. 3
The following is a DFT calculation (ωB97M-V with the def2-TZVPD basis set) of a molecular structure, C6H8N at a distorted geometry.

As for the net charge: +1.

```
15
Properties=species:S:1:pos:R:3:lowdin_charge:R:1
C -0.622 -0.248 -2.135 -0.21
C -0.538 0.926 -1.005 -0.06
C -0.893 -1.682 -1.731 0.02
C 0.345 -0.867 -1.426 0.11
C 0.676 0.573 1.038 -0.05
C -0.410 1.420 0.305 -0.12
N -1.124 1.045 -2.128 0.32
H -1.642 -1.994 -0.868 0.16
H -1.003 -2.351 -2.596 0.12
H 1.313 -0.976 -1.007 0.14
H 0.386 -0.400 1.182 0.06
H 0.728 1.022 2.109 0.14
H 1.553 0.831 0.602 0.05
H -0.106 2.520 0.358 0.19
H -1.299 1.468 0.875 0.13
```

---

No. 4
The following is a DFT calculation (ωB97M-V with the def2-TZVPD basis set) of a molecular structure, C2H2AgLiO2 at a distorted geometry.

The spin multiplicity is 2. As for the net charge: +1.

```
8
Properties=species:S:1:pos:R:3:nbo_charge:R:1
C 2.313 -0.352 -0.056 -0.81
H 3.125 -0.448 -0.780 0.19
H 2.731 -0.414 0.952 0.19
O 1.662 0.932 -0.230 -0.44
C 0.394 0.711 -0.351 0.83
O -0.444 -0.119 -0.456 -0.80
Ag -2.755 -0.153 0.540 0.98
Li 0.862 -1.853 -0.363 0.87
```

---

No. 5
The following is a DFT calculation (ωB97M-V with the def2-TZVPD basis set) of a molecular structure, C27H22Cl2N6O8S3V at a distorted geometry.

The spin multiplicity is 4. As for the net charge: -2.

```
69
Properties=species:S:1:pos:R:3:nbo_charge:R:1
V 0.104 0.908 -0.432 1.19
Cl -2.259 6.989 1.410 -0.04
C -1.377 5.485 1.421 -0.08
C -1.212 4.808 0.215 -0.25
C -0.515 3.608 0.192 0.15
N -0.275 2.825 -0.929 -0.68
C -0.567 3.117 -2.192 0.64
O -0.907 4.184 -2.717 -0.69
C -0.397 1.896 -3.097 0.18
C -0.544 2.034 -4.470 -0.22
C -0.416 0.915 -5.275 -0.18
C -0.133 -0.315 -4.688 -0.26
C 0.009 -0.371 -3.313 0.04
N -0.126 0.705 -2.538 -0.48
C 0.014 3.075 1.410 0.24
C -0.139 3.781 2.591 -0.26
C -0.842 4.983 2.592 -0.07
Cl -1.020 5.838 4.099 -0.04
N 0.708 1.885 1.252 -0.70
C 1.929 1.679 1.730 0.62
O 2.539 2.232 2.652 -0.68
C 2.654 0.709 0.822 0.13
C 3.840 0.100 1.203 -0.21
C 4.553 -0.651 0.288 -0.20
C 4.066 -0.723 -1.008 -0.26
C 2.880 -0.086 -1.316 0.04
N 2.155 0.599 -0.429 -0.46
H -1.611 5.215 -0.701 0.26
H -0.775 3.018 -4.851 0.24
H -0.541 0.993 -6.349 0.20
H -0.036 -1.219 -5.274 0.21
H 0.226 -1.299 -2.795 0.22
H 0.287 3.393 3.503 0.25
H 4.165 0.251 2.224 0.24
H 5.467 -1.159 0.569 0.20
H 4.591 -1.270 -1.780 0.20
H 2.476 -0.124 -2.320 0.20
O -3.012 1.552 -1.789 -0.99
S -3.087 0.612 -0.684 2.45
O -4.317 0.653 0.072 -0.97
O -1.890 0.611 0.154 -0.98
C -3.055 -0.984 -1.547 -0.29
C -4.021 -1.047 -2.550 -0.18
C -4.108 -2.120 -3.416 -0.22
C -3.198 -3.159 -3.293 -0.25
C -2.247 -3.114 -2.289 -0.15
C -2.160 -2.043 -1.396 -0.34
S -0.956 -2.315 -0.055 2.43
O -0.355 -3.602 -0.399 -1.03
O -1.713 -2.300 1.169 -0.96
O 0.081 -1.267 -0.134 -1.02
H -4.696 -0.207 -2.651 0.23
H -4.869 -2.136 -4.187 0.20
H -3.232 -4.008 -3.965 0.19
H -1.547 -3.927 -2.163 0.24
C 1.622 -2.607 6.289 -0.41
N 1.424 -2.941 4.896 -0.62
C 1.144 -1.960 3.979 0.28
S 0.773 -0.399 4.380 -0.26
N 1.213 -2.355 2.694 -0.59
C 1.333 -3.726 2.258 -0.44
H 1.823 -3.529 6.838 0.18
H 0.720 -2.145 6.685 0.22
H 2.443 -1.900 6.434 0.19
H 1.972 -3.713 4.549 0.38
H 0.877 -1.671 2.026 0.43
H 0.679 -4.383 2.838 0.19
H 2.365 -4.093 2.339 0.16
H 1.023 -3.784 1.218 0.27
```

---

No. 6
The following is a DFT calculation (ωB97M-V with the def2-TZVPD basis set) of a molecular structure, C4H6O2Tl at a distorted geometry.

As for the net charge: +1.

```
13
Properties=species:S:1:pos:R:3:lowdin_charge:R:1
O 1.770 0.172 1.285 -0.02
C 1.870 1.057 0.321 -0.22
H 0.304 0.110 1.344 0.24
H 2.639 1.755 0.760 0.12
C -1.406 0.089 0.997 0.08
C -1.431 -0.579 -0.174 -0.15
C -0.284 -0.741 -1.140 -0.28
O 0.646 0.310 -1.315 -0.45
Tl 0.434 2.090 -0.794 1.16
H -2.034 -1.505 -0.177 0.14
H -2.261 -0.098 1.664 0.08
H -0.648 -1.175 -2.084 0.14
H 0.402 -1.484 -0.688 0.16
```

---

No. 7
The following is a DFT calculation (ωB97M-V with the def2-TZVPD basis set) of C4H5NO2 in the gas phase.

```
12
Properties=species:S:1:pos:R:3:nbo_charge:R:1
O -1.219 1.333 -0.822 -0.51
C -1.315 0.177 -1.150 0.42
C -0.843 -0.967 -0.263 -0.32
N -0.135 -0.469 0.902 -0.59
C 0.975 0.237 0.657 0.33
C 2.015 0.973 0.507 0.10
O 2.358 0.449 1.705 -0.59
H -1.756 -0.109 -2.126 0.12
H -1.722 -1.542 0.059 0.23
H -0.207 -1.649 -0.839 0.23
H -0.754 -0.002 1.560 0.39
H 2.604 1.568 -0.190 0.20
```

---

Computed energy relative to the best compared isomer or geometry (same formula, charge and spin), in the same sequence as the records: 6.1005 3.0525 7.6239 2.1184 0.3127 10.4049 5.0943 eV.